This record from OMol25 describes a 6-piece molecular cluster, C59H58IO18PS overall. The level of theory is ωB97M-V with the def2-TZVPD basis set.

Structure (ORCA input):
```
! wB97M-V def2-TZVPD RIJCOSX def2/J DEFGRID3
* xyz 0 1
C -2.3405 -1.6444 6.1115
C -1.5514 -1.6565 4.8137
P -1.7875 -0.1433 3.7571
C -3.4928 0.4002 4.2093
C -1.6956 -0.8029 1.9804
C -0.2185 -0.6337 1.5848
C 0.2321 0.8248 1.3979
C 1.3037 1.1525 0.3533
C 1.4671 2.6805 0.3412
O 0.9793 0.7395 -0.9581
O 0.4409 -1.1926 2.7411
C 1.7789 -1.0533 2.8818
O 2.5752 -1.1859 2.0091
C 2.1898 -0.8276 4.2990
C 2.9838 -1.8247 4.8729
C 3.3840 -1.7148 6.1997
C 2.9826 -0.6047 6.9338
C 2.2146 0.4025 6.3529
C 1.8086 0.2912 5.0290
O 0.1544 -1.5183 0.5243
S -0.9166 -1.8001 -0.6213
O -1.6222 -3.0269 -0.3947
O -0.2367 -1.7244 -1.8747
C -2.0064 -0.3913 -0.4960
C -2.9297 -0.4966 -1.6990
C -2.2441 0.0660 -2.9334
O -1.6859 1.1042 -2.9213
I -2.3163 -1.0844 -4.7361
C -2.7024 -0.3070 0.9216
C -3.1823 1.1506 1.1101
O -3.1184 1.9067 -0.0845
C -2.7847 3.2621 0.1284
C -3.9617 -1.2260 0.7788
C -4.6628 -1.6913 2.0392
C -4.1383 -2.7453 2.7896
C -4.7519 -3.2407 3.9309
C -5.9353 -2.6624 4.3732
C -6.4887 -1.6267 3.6323
C -5.8878 -1.1410 2.4644
C -6.6307 -0.0429 1.7298
H -3.4163 -1.7249 5.9878
H -1.9655 -2.4118 6.7806
H -2.1551 -0.6938 6.6106
H -0.5006 -1.6014 5.0917
H -1.6618 -2.5714 4.2339
H -3.8823 1.2133 3.6102
H -4.2075 -0.4099 4.3025
H -3.3785 0.8000 5.2156
H -1.8107 -1.8841 2.0327
H 0.5450 1.2501 2.3434
H -0.6413 1.4091 1.1118
H 2.2857 0.7511 0.5830
H 0.5388 3.0995 -0.0612
H 1.5931 3.0941 1.3385
H 2.2661 2.9722 -0.3310
H 0.4353 1.4089 -1.3876
H 3.2881 -2.6767 4.2851
H 3.9838 -2.4926 6.6426
H 3.2791 -0.5394 7.9702
H 1.9281 1.2433 6.9644
H 1.2018 1.0652 4.5856
H -1.3700 0.4645 -0.6702
H -3.2236 -1.5174 -1.9250
H -3.8383 0.0849 -1.5861
H -4.2126 1.1313 1.4614
H -2.6159 1.6612 1.8907
H -3.3222 3.6775 0.9817
H -1.7137 3.3916 0.3030
H -3.0577 3.8033 -0.7706
H -4.7056 -0.6849 0.2119
H -3.6867 -2.1326 0.2491
H -3.2272 -3.2255 2.4601
H -4.3221 -4.0586 4.4877
H -6.4382 -3.0032 5.2651
H -7.4155 -1.1763 3.9572
H -7.6820 -0.1126 1.9904
H -6.2729 0.9560 1.9591
H -6.5949 -0.2187 0.6579
C -1.9572 2.6983 -6.5230
C -0.8278 3.3188 -6.8522
C -0.6533 3.9338 -8.1894
O 0.3756 4.5016 -8.4963
C -1.7812 3.8373 -9.1476
C -2.9111 3.2167 -8.8183
C -3.0891 2.5985 -7.4801
O -4.1192 2.0360 -7.1781
H -2.1052 2.2407 -5.5532
H 0.0089 3.4026 -6.1701
H -1.6277 4.3006 -10.1140
H -3.7478 3.1338 -9.5001
C 0.5855 7.5574 -8.8218
C 1.2066 8.5203 -8.1436
C 0.8910 9.9523 -8.3664
O 1.4580 10.8292 -7.7502
C -0.1491 10.2747 -9.3766
C -0.7728 9.3161 -10.0552
C -0.4556 7.8827 -9.8302
O -1.0326 7.0120 -10.4480
H 0.8000 6.5035 -8.6752
H 1.9673 8.3083 -7.4031
H -0.3647 11.3255 -9.5233
H -1.5341 9.5290 -10.7951
C 6.5410 -3.3616 -2.1694
C 6.9233 -2.9002 -0.9814
C 5.9310 -2.4978 0.0472
O 6.2839 -2.0776 1.1289
C 4.4923 -2.6302 -0.2982
C 4.1093 -3.0914 -1.4866
C 5.1023 -3.4927 -2.5113
O 4.7512 -3.9160 -3.5957
H 7.2490 -3.6614 -2.9331
H 7.9660 -2.7967 -0.7087
H 3.7826 -2.3313 0.4622
H 3.0662 -3.1938 -1.7598
C 8.7049 -6.0519 -7.7799
C 9.0900 -5.5912 -6.5935
C 8.0962 -5.1891 -5.5673
O 8.4515 -4.7673 -4.4851
C 6.6585 -5.3195 -5.9089
C 6.2756 -5.7810 -7.0973
C 7.2659 -6.1841 -8.1258
O 6.9194 -6.6065 -9.2078
H 9.4107 -6.3507 -8.5446
H 10.1325 -5.4874 -6.3202
H 5.9506 -5.0189 -5.1447
H 5.2330 -5.8842 -7.3696
C 0.0464 -2.4676 11.4777
C 0.4052 -2.3919 10.1990
C -0.2616 -1.4489 9.2665
O 0.0633 -1.3813 8.1008
C -1.3432 -0.5926 9.8151
C -1.7025 -0.6680 11.0935
C -1.0354 -1.6112 12.0270
O -1.3612 -1.6787 13.1916
H 0.5185 -3.1480 12.1748
H 1.1911 -3.0061 9.7781
H -1.8153 0.0881 9.1181
H -2.4885 -0.0538 11.5140
*
```

Its HOMO energy is -8.4 eV. Its structure (SMILES) is CCP(C)[C@@H]1[C@@](C[C@H](C)O)(OC(=O)c2ccccc2)OS(=O)(=O)[C@@H](CC(=O)I)[C@@]1(COC)Cc1ccccc1C.O=C1C=CC(=O)C=C1.O=C1C=CC(=O)C=C1.O=C1C=CC(=O)C=C1.O=C1C=CC(=O)C=C1.O=C1C=CC(=O)C=C1. The lowest unoccupied orbital energy comes out at -1.8 eV. The gap between HOMO and LUMO is 6.62 eV.



This record from OMol25 describes a 9-piece molecular cluster, C59H64N12O18P overall. The level of theory is ωB97M-V with the def2-TZVPD basis set.

Structure (ORCA input):
```
! wB97M-V def2-TZVPD RIJCOSX def2/J DEFGRID3
* xyz 1 1
N 2.9612 -4.5755 1.1695
C 2.8175 -3.4258 1.6770
C 3.1729 -2.1775 0.9135
C 2.0816 -1.6484 -0.0814
O 1.5075 -2.6963 -0.7882
C 2.7159 -0.6008 -0.9961
C 1.6544 0.4939 -1.1907
C 0.7495 0.2236 -2.4420
C -0.7766 0.1996 -2.2497
C -1.3579 -1.2226 -2.0809
C -2.2486 -1.4297 -0.8553
O -3.0933 -0.3128 -0.6074
C 0.9247 0.3775 0.1087
C 0.1636 1.5378 0.6865
N 0.3088 1.7703 2.1144
N 1.0794 -0.7925 0.6591
P 0.2610 -1.2928 2.1427
N 1.0849 -0.9551 3.4094
H 2.7000 -5.2994 1.8400
H 2.4551 -3.2887 2.7031
H 4.0714 -2.3543 0.3225
H 3.3855 -1.3865 1.6404
H 0.7953 -3.1332 -0.3047
H 3.1540 -1.0049 -1.9060
H 3.5572 -0.1934 -0.4271
H 2.1269 1.4761 -1.2116
H 0.9997 1.0026 -3.1629
H 1.0699 -0.7294 -2.8606
H -1.2381 0.6309 -3.1268
H -1.1007 0.8491 -1.4390
H -1.9488 -1.4770 -2.9625
H -0.5517 -1.9608 -2.0344
H -2.8904 -2.3003 -1.0189
H -1.6496 -1.6615 0.0383
H -2.8930 0.0660 0.2573
H 0.5080 2.4147 0.1315
H -0.8983 1.4305 0.4457
H -0.4830 1.4448 2.6484
H 1.1660 1.4201 2.5218
H -0.9511 -0.6211 1.9870
H -0.0262 -2.6442 1.8941
H 1.3252 -1.7889 3.9398
C -7.3241 3.3569 -1.9655
C -6.4035 2.3954 -1.5637
C -5.1410 2.3590 -2.1327
C -4.8268 3.3052 -3.0959
C -5.7222 4.2760 -3.5046
C -6.9845 4.2942 -2.9336
N -3.4802 3.2814 -3.6862
O -2.7352 2.3890 -3.3119
O -3.1766 4.1404 -4.4852
H -8.3112 3.3729 -1.5224
H -6.6742 1.6625 -0.8157
H -4.4169 1.6135 -1.8328
H -5.4461 5.0061 -4.2498
H -7.6949 5.0460 -3.2465
C -6.1886 -2.1846 -5.5983
C -6.2570 -0.8474 -5.2280
C -7.0228 -0.4654 -4.1380
C -7.7056 -1.4435 -3.4370
C -7.6544 -2.7800 -3.7870
C -6.8870 -3.1475 -4.8811
N -8.5099 -1.0436 -2.2673
O -8.5511 0.1433 -2.0033
O -9.0692 -1.9149 -1.6353
H -5.5906 -2.4775 -6.4513
H -5.7156 -0.0984 -5.7903
H -7.0902 0.5700 -3.8364
H -8.2051 -3.5142 -3.2178
H -6.8363 -4.1872 -5.1744
C 7.9030 -3.9123 -2.4051
C 7.2649 -3.5444 -1.2280
C 6.8146 -2.2469 -1.0627
C 6.9920 -1.3450 -2.0997
C 7.6049 -1.6965 -3.2885
C 8.0704 -2.9939 -3.4315
N 6.5131 0.0334 -1.9245
O 6.0294 0.3251 -0.8419
O 6.6289 0.8067 -2.8512
H 8.2819 -4.9191 -2.5146
H 7.1475 -4.2610 -0.4269
H 6.3475 -1.9331 -0.1408
H 7.7337 -0.9662 -4.0736
H 8.5775 -3.2830 -4.3416
C -1.2731 -1.8377 8.8063
C -0.7218 -1.4867 7.5795
C 0.0812 -2.3923 6.9073
C 0.3101 -3.6311 7.4691
C -0.2247 -4.0034 8.6873
C -1.0229 -3.0888 9.3578
N 1.1515 -4.5811 6.7172
O 1.6098 -4.2045 5.6474
O 1.3368 -5.6764 7.1943
H -1.9007 -1.1334 9.3362
H -0.9147 -0.5132 7.1498
H 0.5216 -2.1492 5.9536
H -0.0227 -4.9809 9.0999
H -1.4521 -3.3555 10.3136
C -7.6705 1.9438 3.4017
C -7.3286 0.7039 3.9281
C -6.0840 0.1582 3.6673
C -5.2035 0.8803 2.8780
C -5.5222 2.1164 2.3389
C -6.7722 2.6465 2.6080
N -3.8913 0.3074 2.5978
O -3.6194 -0.7905 3.0266
O -3.1103 0.9680 1.9095
H -8.6451 2.3646 3.6102
H -8.0335 0.1600 4.5412
H -5.8043 -0.8066 4.0634
H -4.8145 2.6478 1.7205
H -7.0456 3.6082 2.1966
C -6.4722 5.8242 -9.7128
C -7.7454 6.3744 -9.6463
C -8.2881 6.7273 -8.4211
C -7.5345 6.5185 -7.2804
C -6.2651 5.9706 -7.3224
C -5.7346 5.6214 -8.5535
N -8.1063 6.9043 -5.9782
O -9.2222 7.3765 -5.9685
O -7.4263 6.7267 -4.9814
H -6.0515 5.5552 -10.6727
H -8.3177 6.5322 -10.5500
H -9.2763 7.1565 -8.3507
H -5.6999 5.8254 -6.4146
H -4.7422 5.1949 -8.6066
C 12.0316 0.3577 2.1811
C 11.9722 0.3704 0.7934
C 11.4580 -0.7190 0.1092
C 11.0118 -1.8053 0.8400
C 11.0653 -1.8429 2.2216
C 11.5811 -0.7463 2.8930
N 10.4406 -2.9556 0.1217
O 10.3892 -2.9021 -1.0924
O 10.0150 -3.8846 0.7818
H 12.4287 1.2135 2.7107
H 12.3244 1.2313 0.2419
H 11.4026 -0.7266 -0.9692
H 10.7069 -2.7083 2.7587
H 11.6266 -0.7529 3.9732
C 3.8234 -0.3480 5.1863
C 4.6791 -1.2807 5.7573
C 6.0383 -1.2368 5.4831
C 6.5101 -0.2507 4.6372
C 5.6777 0.6906 4.0588
C 4.3215 0.6336 4.3388
N 7.9558 -0.1992 4.3386
O 8.6620 -1.0531 4.8351
O 8.3462 0.6902 3.6101
H 2.7635 -0.3884 5.3964
H 4.2891 -2.0493 6.4112
H 6.7195 -1.9563 5.9128
H 6.0847 1.4457 3.4024
H 3.6515 1.3578 3.8940
*
```

Its HOMO energy is -11.1 eV. The lowest unoccupied orbital energy comes out at -3.6 eV. The gap between HOMO and LUMO is 7.46 eV.



This record from OMol25 describes C59H65GeN8PSScTe as an isolated structure. The level of theory is ωB97M-V with the def2-TZVPD basis set.

Structure (ORCA input):
```
! wB97M-V def2-TZVPD RIJCOSX def2/J DEFGRID3
* xyz -2 2
Sc -0.2833 -0.4852 0.6621
C -3.6789 1.8169 1.6679
N -3.7296 0.7689 0.6753
C -4.8284 0.8813 -0.2657
C -5.8531 -0.1843 0.1663
N -5.1123 -1.0372 1.0756
C -5.8039 -1.4478 2.2799
C -3.8034 -0.5217 1.2037
N -2.7938 -1.1212 1.7052
C -2.9548 -2.5032 2.1191
C -1.6588 -3.1085 2.6635
N -0.6122 -3.1273 1.6775
C 0.4620 -3.7929 1.8649
N 0.8829 -4.5319 2.9743
C 0.7061 -4.1346 4.3533
C 2.1566 -5.1654 2.6686
C 2.5902 -4.5279 1.3483
N 1.3827 -3.9115 0.8323
C 0.9182 -4.3899 -0.4509
H -4.5912 1.8586 2.2906
H -3.5494 2.7703 1.1617
H -2.8164 1.6512 2.3076
H -4.4433 0.6337 -1.2559
H -5.2413 1.8903 -0.2726
H -6.2000 -0.7651 -0.6919
H -6.7247 0.2647 0.6664
H -6.7935 -0.9837 2.3093
H -5.2674 -1.1306 3.1780
H -5.9453 -2.5327 2.3140
H -3.3179 -3.1005 1.2720
H -3.6921 -2.5959 2.9276
H -1.8936 -4.1314 3.0037
H -1.3578 -2.4996 3.5286
H 1.1365 -3.1423 4.5529
H 1.1884 -4.8790 4.9856
H -0.3441 -4.1006 4.6220
H 2.0050 -6.2508 2.5702
H 2.8873 -4.9857 3.4569
H 2.9913 -5.2542 0.6405
H 3.3358 -3.7452 1.5191
H 0.5853 -5.4374 -0.4039
H 1.7227 -4.2989 -1.1748
H 0.0929 -3.7672 -0.7700
C -1.3844 2.9083 6.6164
C -2.0142 1.9671 5.8105
C -1.4712 1.6480 4.5862
C -0.3256 2.2842 4.1083
C 0.3039 3.2123 4.9315
C -0.2185 3.5070 6.1816
P 0.2125 1.8276 2.4079
C 1.8047 2.7228 2.2783
C 1.9175 3.9219 1.5640
C 3.1216 4.5874 1.4716
C 4.2603 4.0820 2.0782
C 4.1642 2.9002 2.7912
C 2.9585 2.2379 2.8984
C -0.8187 3.1769 1.5857
C -1.4043 4.2919 2.1521
C -2.0954 5.1953 1.3391
C -2.1859 4.9992 -0.0181
C -1.6464 3.8431 -0.6240
C -1.6806 3.6140 -2.0120
C -1.0846 2.4928 -2.5323
C -0.5347 1.5212 -1.6906
C -0.5260 1.6318 -0.2947
C -1.0163 2.8747 0.2094
H -1.8010 3.1706 7.5804
H -2.9269 1.4895 6.1448
H -1.9331 0.8775 3.9791
H 1.1980 3.7132 4.5892
H 0.2874 4.2264 6.8162
H 1.0578 4.3448 1.0654
H 3.1772 5.5143 0.9147
H 5.2043 4.6048 1.9988
H 5.0424 2.4873 3.2678
H 2.9043 1.3166 3.4619
H -1.2807 4.5139 3.2047
H -2.4952 6.0999 1.7874
H -2.6538 5.7489 -0.6490
H -2.1866 4.3271 -2.6547
H -1.0857 2.3270 -3.6039
H -0.1063 0.6381 -2.1653
C 4.1059 -0.9891 0.9917
Ge 2.5163 -0.6819 -0.2879
C 2.9892 -1.9590 -1.8041
C 3.7784 -3.1021 -1.7281
C 3.9372 -3.9563 -2.8059
C 3.2957 -3.6874 -4.0016
C 2.5004 -2.5583 -4.1042
C 2.3539 -1.7193 -3.0182
C 3.3749 0.9669 -1.1798
C 2.6464 2.1235 -1.0406
C 3.0252 3.3489 -1.5998
C 4.1820 3.4462 -2.3153
C 5.0020 2.3110 -2.4721
C 6.2152 2.3876 -3.1879
C 7.0138 1.2896 -3.3443
C 6.6302 0.0676 -2.7716
C 5.4615 -0.0309 -2.0673
C 4.5980 1.0687 -1.8992
H 4.8711 -1.6483 0.5942
H 3.7694 -1.3906 1.9449
H 4.5704 -0.0307 1.1997
H 4.2896 -3.3314 -0.8003
H 4.5602 -4.8411 -2.7124
H 3.4141 -4.3527 -4.8483
H 1.9900 -2.3441 -5.0342
H 1.7263 -0.8424 -3.1066
H 1.7193 2.0865 -0.4808
H 2.3815 4.2103 -1.4687
H 4.4966 4.3804 -2.7692
H 6.5039 3.3437 -3.6155
H 7.9419 1.3625 -3.9027
H 7.2749 -0.7955 -2.8940
H 5.1712 -0.9672 -1.6225
C -1.2655 -1.7977 -1.0406
H -1.7530 -2.7250 -0.6988
H -0.6550 -2.0511 -1.9280
Te 0.8645 -0.5275 3.3452
N -4.2766 -2.9733 -1.9494
C -3.8795 -1.7714 -2.6050
S -2.6211 -0.7855 -1.6682
N -3.5638 -2.0436 -3.9464
C -3.3533 -1.1381 -4.9302
C -3.2134 -1.5640 -6.2649
C -3.0163 -0.6581 -7.2829
C -2.9356 0.7022 -7.0207
C -3.0613 1.1332 -5.7034
C -3.2723 0.2447 -4.6762
H -4.3224 -2.7739 -0.9558
H -3.6110 -3.7475 -2.0808
H -3.5487 -3.0222 -4.2292
H -3.2710 -2.6252 -6.4835
H -2.9234 -1.0130 -8.3038
H -2.7716 1.4117 -7.8230
H -2.9906 2.1895 -5.4800
H -3.3573 0.5785 -3.6565
*
```

Its HOMO energy (alpha / beta) is 0.2 / 0.2 eV. The lowest unoccupied orbital energy (alpha / beta) comes out at 3.9 / 3.8 eV. The gap between HOMO and LUMO (alpha / beta) is 3.70 / 3.61 eV. The energy above the lowest of the compared OMol25 structures with the same formula, charge and spin is 1.211 eV.



The records above give, respectively, largest force on an atom values of 0.027, 0.030, 0.042 Eh/bohr.